DFT (ωB97M-V with the def2-TZVPD basis set) results for 11 unconnected molecules or ions with the total composition C4H30O10S in a non-equilibrium geometry.

Geometry as XYZ:
```
45
Properties=species:S:1:pos:R:3:forces:R:3:lowdin_charge:R:1
S 0.429393 -0.084833 3.723637 0.278 -0.308 -0.338 0.820
O 1.629185 -2.232961 -0.942165 0.298 -0.232 -0.813 -0.045
O -3.050700 -2.464939 -2.270181 0.540 0.234 -0.176 -0.044
O 2.158818 -2.906228 1.941904 -0.954 -0.500 0.889 -0.066
O -0.235644 -0.738835 -3.771089 -0.310 0.049 -0.142 -0.053
O 0.216425 3.467527 0.455555 0.368 0.524 -0.302 -0.059
O 2.476945 2.942892 1.785344 -0.369 0.119 0.368 -0.089
O -2.364059 2.531380 0.078833 -0.500 0.017 0.272 -0.067
O -0.155673 -3.458769 -2.841069 -0.922 -0.099 -1.074 -0.057
O -3.668167 -0.087698 -0.788936 -0.220 0.673 -0.092 -0.063
O 1.139242 3.666016 -2.232084 -0.051 -0.760 -0.004 -0.042
C 2.204562 0.100634 3.444498 0.394 0.241 0.453 -0.411
C -0.316020 0.349787 2.135740 -1.023 -0.432 0.185 -0.520
C 0.324483 -0.145653 0.888129 0.521 0.189 -3.251 -0.303
C -0.544007 0.029458 -0.418165 0.412 -0.592 1.147 -0.090
H -2.201642 -2.543475 -2.734729 0.086 -0.307 0.332 0.012
H -0.387980 -3.956688 -2.057612 0.512 0.090 0.291 0.048
H -3.209877 -0.686471 -1.399739 -0.170 -0.234 0.464 -0.005
H 2.433609 -2.759798 -0.893862 0.028 0.096 0.175 0.057
H -1.283924 -0.169754 2.116457 0.003 -0.089 0.451 0.077
H 0.131273 -0.168369 -1.247618 -0.079 0.278 -0.192 0.055
H 2.600305 -0.017377 4.455063 0.155 0.038 -0.044 0.028
H 1.526243 2.981316 1.540793 0.446 -0.020 -0.300 -0.007
H -3.030293 1.827763 0.099545 0.135 -0.119 -0.371 0.027
H -2.623496 3.130141 0.786996 0.150 0.154 -0.067 0.060
H 2.525887 1.065134 3.057145 -0.393 0.150 0.054 0.011
H -3.872219 -0.584076 0.005699 0.047 -0.351 -0.114 0.049
H -1.012821 1.010482 -0.436014 -0.055 -0.322 -0.311 0.033
H 0.713600 3.885577 -0.272360 0.081 0.031 0.404 0.044
H -0.864941 -0.175377 -3.309000 0.085 0.092 0.005 0.024
H 2.511198 3.530868 2.547845 0.235 -0.018 -0.016 0.040
H -1.268100 -0.780412 -0.432272 -0.456 0.258 -0.113 0.062
H 1.245704 0.254237 0.453103 0.444 0.619 1.499 0.116
H 2.678192 -0.651785 2.826840 -0.256 -0.327 -0.169 0.017
H -0.638818 1.386542 2.145481 0.603 0.347 -0.349 0.062
H 0.449828 3.009475 -2.060418 -0.274 0.305 -0.204 0.036
H -0.298643 2.810357 -0.008094 -0.698 -0.342 0.170 -0.011
H 1.858173 3.064945 -2.469734 0.307 0.395 -0.030 0.062
H -0.675070 -1.599294 -3.796788 0.345 -0.007 0.017 0.000
H 0.716230 -3.063354 -2.766614 0.006 0.055 0.772 0.025
H 1.330991 -2.166027 -0.035984 0.251 -0.275 0.303 -0.017
H 1.978944 -3.799156 2.275194 0.550 -0.204 -0.516 0.059
H -3.632139 -2.131203 -2.952672 -0.495 -0.019 -0.230 0.055
H 1.522730 -2.464384 2.534706 0.271 0.698 -0.283 0.014
H 0.532258 -1.207601 0.838711 -0.327 -0.093 1.251 0.053
```
Positions in Å, forces in eV/Å.

Computed properties:
HOMO-LUMO gap, eV: 8.746
E_LUMO, eV: 0.2
Total charge: 0
2S+1: 1
Relative energy (zero: lowest compared OMol25 entry of this formula, charge and spin), kcal/mol: 0.0
Energy, eV: -35944.838